Here is an isolated molecule of C15H24N2O2 in a non-equilibrium geometry from OMol25. Energies are from wB97M-V/def2-TZVPD.

Each line ends with the natural charge from an NBO analysis.
Positions of all 43 atoms, in Å:
O -2.244 -2.891 -0.202  -0.640
O 1.056 -1.121 -3.489  -0.640
C -1.547 -2.448 -1.149  0.682
C 2.043 -0.785 -2.935  0.659
C -0.527 -0.426 -0.163  0.239
C 0.359 0.607 -0.263  -0.072
N -0.943 -1.295 -1.228  -0.637
N 2.005 0.025 -1.876  -0.596
C -1.336 -3.449 -2.347  -0.696
C 3.211 -1.625 -3.145  -0.723
C 0.960 1.001 -1.512  -0.254
C -2.817 1.102 1.865  -0.607
C -0.653 2.902 1.051  -0.623
C 0.164 2.229 3.249  -0.613
C 0.699 -0.522 1.716  -0.358
C -0.788 -0.586 1.377  -0.255
C 0.788 0.868 1.125  -0.266
C -1.398 0.575 2.148  -0.207
C -0.296 1.679 1.918  -0.004
H -0.653 -1.132 -2.183  0.434
H 2.889 0.171 -1.402  0.388
H -1.597 -4.436 -2.122  0.235
H -0.219 -3.481 -2.563  0.219
H -1.849 -3.000 -3.260  0.225
H 2.951 -2.464 -3.881  0.248
H 3.715 -2.190 -2.387  0.241
H 4.014 -1.019 -3.610  0.226
H 1.389 2.048 -1.216  0.207
H 0.237 0.976 -2.227  0.225
H -2.873 1.499 0.841  0.203
H -3.107 1.931 2.519  0.207
H -3.574 0.320 2.000  0.222
H 0.280 3.483 0.947  0.211
H -1.092 2.688 0.099  0.217
H -1.472 3.501 1.574  0.209
H 1.034 2.835 3.209  0.206
H -0.729 2.825 3.518  0.210
H 0.448 1.481 4.007  0.210
H 0.901 -0.559 2.791  0.196
H 1.358 -1.331 1.223  0.212
H -1.130 -1.514 1.659  0.241
H 1.822 1.230 1.118  0.205
H -1.480 0.299 3.205  0.214

E ... -845.88918 Ha
LUMO level ... 0.512 eV
Orbital gap ... 0.3146 Ha
Molecular weight ... 264.4 g mol⁻¹
SMILES string ... CC(=O)NCC1=C(NC(C)=O)[C@H]2C[C@@H]1C(C)(C)[C@H]2C

---

Here is an isolated molecule of C15H24N2O2 in a non-equilibrium geometry from OMol25. Energies are from wB97M-V/def2-TZVPD.

Each line ends with the natural charge from an NBO analysis.
Positions of all 43 atoms, in Å:
O 1.522 1.952 3.159  -0.540
C 0.506 1.558 2.643  0.714
N -0.786 1.508 3.267  -0.680
C -1.747 1.651 2.180  -0.225
C -1.169 0.819 0.981  -0.240
C -1.735 -0.616 1.209  -0.382
C -0.839 -1.783 0.721  -0.408
C -1.338 -2.293 -0.650  -0.402
C -0.680 -3.633 -1.024  -0.194
N 0.537 -3.503 -1.821  -0.338
C 1.679 -4.104 -1.410  -0.063
C 2.664 -3.877 -2.329  -0.310
C 2.061 -3.076 -3.344  -0.295
C 0.762 -2.866 -2.996  -0.087
C 0.336 1.072 1.182  -0.339
C 0.912 2.179 0.232  -0.382
C 0.325 3.573 0.504  -0.438
C 0.871 4.635 -0.483  -0.055
O -0.038 5.749 -0.466  -0.728
H -0.871 0.656 3.811  0.388
H -1.854 2.723 1.970  0.203
H -2.775 1.389 2.455  0.209
H -1.472 1.213 0.005  0.213
H -2.662 -0.670 0.622  0.207
H -2.049 -0.720 2.253  0.198
H -0.981 -2.611 1.431  0.199
H 0.230 -1.554 0.717  0.210
H -1.203 -1.534 -1.428  0.212
H -2.409 -2.498 -0.528  0.202
H -0.445 -4.246 -0.152  0.211
H -1.410 -4.200 -1.622  0.197
H 1.839 -4.681 -0.509  0.210
H 3.680 -4.243 -2.304  0.221
H 2.544 -2.722 -4.245  0.218
H 0.023 -2.301 -3.547  0.212
H 1.047 0.248 1.050  0.241
H 0.620 1.914 -0.793  0.199
H 1.998 2.216 0.355  0.223
H -0.763 3.612 0.392  0.205
H 0.589 3.948 1.501  0.217
H 0.944 4.219 -1.496  0.157
H 1.840 4.993 -0.116  0.171
H -0.299 5.904 -1.378  0.468

E ... -845.91876 Ha
LUMO level ... 0.674 eV
Orbital gap ... 0.3328 Ha
Molecular weight ... 264.4 g mol⁻¹
SMILES string ... O=C1NC[C@H](CCCCn2cccc2)[C@H]1CCCO

---

Here is an isolated molecule of C15H24N2O4 from OMol25. Energies are from wB97M-V/def2-TZVPD.

Each line ends with the natural charge from an NBO analysis.
Positions of all 45 atoms, in Å:
C 1.447 2.165 1.159  -0.635
C 0.065 2.810 1.224  0.072
O 0.093 3.925 2.134  -0.738
C -0.382 3.346 -0.128  -0.224
N -0.686 2.258 -1.065  -0.646
C -1.876 2.406 -1.877  -0.238
C -3.027 1.434 -1.544  -0.067
O -3.099 1.018 -0.176  -0.512
C -2.870 -0.303 0.030  0.280
C -3.820 -1.231 -0.058  -0.317
C -3.446 -2.647 0.194  0.503
O -4.210 -3.443 0.691  -0.499
C -2.051 -3.004 -0.179  -0.253
C -1.081 -2.095 -0.053  -0.024
C 0.359 -2.344 -0.403  -0.423
C 1.389 -1.969 0.666  -0.400
C 2.802 -2.456 0.282  -0.414
C 3.860 -1.362 0.351  -0.210
N 5.169 -1.720 -0.217  -0.819
C -1.502 -0.754 0.478  0.499
O -0.858 -0.143 1.291  -0.495
H 1.636 1.706 0.186  0.195
H 2.212 2.911 1.375  0.222
H 1.532 1.366 1.898  0.215
H -0.653 2.070 1.572  0.200
H -0.326 3.660 2.957  0.474
H 0.433 3.967 -0.518  0.178
H -1.276 3.951 0.016  0.201
H 0.110 2.030 -1.636  0.366
H -2.255 3.431 -1.844  0.183
H -1.619 2.220 -2.924  0.194
H -3.972 1.933 -1.767  0.187
H -2.965 0.550 -2.185  0.172
H -4.844 -0.985 -0.312  0.240
H -1.831 -4.012 -0.511  0.228
H 0.470 -3.401 -0.657  0.213
H 0.581 -1.756 -1.302  0.215
H 1.097 -2.400 1.625  0.209
H 1.413 -0.890 0.806  0.222
H 2.789 -2.832 -0.749  0.185
H 3.091 -3.306 0.906  0.201
H 3.501 -0.487 -0.196  0.182
H 4.038 -1.069 1.388  0.190
H 5.520 -2.548 0.256  0.346
H 5.042 -2.001 -1.184  0.343

E ... -996.35332 Ha
LUMO level ... -0.775 eV
Orbital gap ... 0.3003 Ha
Molecular weight ... 296.4 g mol⁻¹
SMILES string ... C[C@@H](O)CNCCOC1=CC(=O)C=C(CCCCN)C1=O

---

Here is an isolated molecule of C15H24O2 in a non-equilibrium geometry from OMol25. Energies are from wB97M-V/def2-TZVPD.

Each line ends with the natural charge from an NBO analysis.
Positions of all 41 atoms, in Å:
O 2.685 -2.490 -1.666  -0.602
O 0.753 -1.589 -0.754  -0.517
C 1.493 -2.558 -1.373  0.798
C 0.603 -3.363 -4.350  -0.616
C 1.478 -0.443 -0.332  -0.063
C 0.787 -3.825 -1.788  -0.497
C -0.175 -3.542 -2.984  -0.379
C -0.109 3.966 2.370  -0.400
C -0.762 0.975 -0.465  -0.415
C -1.296 -0.269 1.459  -0.408
C -1.037 3.473 1.253  -0.401
C 0.642 2.714 2.780  -0.413
C 0.585 0.676 0.290  -0.241
C -1.766 0.965 0.668  -0.209
C 0.099 0.296 1.704  -0.212
C -1.506 2.058 1.721  -0.232
C -0.364 1.540 2.528  -0.201
H -0.078 -3.055 -5.139  0.210
H 1.053 -4.335 -4.616  0.204
H 1.388 -2.588 -4.297  0.216
H 2.028 -0.052 -1.169  0.191
H 2.265 -0.672 0.388  0.188
H 1.492 -4.580 -2.092  0.232
H 0.173 -4.206 -0.967  0.223
H -0.756 -2.641 -2.789  0.203
H -0.903 -4.348 -3.023  0.205
H -0.707 4.356 3.205  0.195
H 0.563 4.771 2.026  0.209
H -0.727 1.899 -1.026  0.213
H -0.999 0.151 -1.153  0.220
H -1.333 -1.208 0.898  0.215
H -1.846 -0.459 2.390  0.206
H -1.910 4.099 1.092  0.211
H -0.433 3.446 0.356  0.194
H 0.931 2.736 3.848  0.213
H 1.566 2.622 2.180  0.198
H 1.244 1.538 0.296  0.215
H -2.816 0.927 0.388  0.215
H 0.785 -0.349 2.269  0.215
H -2.393 2.202 2.369  0.211
H -0.699 1.160 3.507  0.208

E ... -736.44318 Ha
LUMO level ... 0.887 eV
Orbital gap ... 0.4026 Ha
Molecular weight ... 236.4 g mol⁻¹
SMILES string ... CCCC(=O)OC[C@H]1C[C@H]2C[C@@H]1[C@H]1CCC[C@@H]21

---

Here is a structure of composition C15H25BBeBr2ClN3O4 in a non-equilibrium geometry from OMol25. Energies are from wB97M-V/def2-TZVPD.

Each line ends with the natural charge from an NBO analysis.
Positions of all 52 atoms, in Å:
C 0.478 -0.752 2.049  -0.617
C -0.230 0.572 1.511  -0.435
C 0.642 1.886 1.659  -0.192
Cl 2.363 1.457 1.202  -0.051
C 0.072 3.159 0.888  0.211
C -0.873 2.953 -0.387  -0.141
O -2.273 3.084 -0.110  -0.391
N -2.818 1.911 0.355  0.365
O -3.349 2.115 1.390  -0.215
O -0.818 3.724 1.906  -0.436
B -0.701 5.187 1.936  0.347
O 0.104 5.476 0.751  -0.505
C 1.099 4.411 0.847  -0.005
C 2.196 4.442 -0.232  -0.133
Br 1.898 4.343 -2.152  0.224
C 3.547 4.584 0.206  0.097
C 3.991 4.717 1.697  -0.714
Br 5.003 4.670 -1.120  0.230
H 0.954 -1.259 1.168  0.206
H -0.327 -1.440 2.449  0.227
H 1.247 -0.538 2.835  0.239
H -0.518 0.380 0.434  0.193
H -1.176 0.703 2.119  0.240
H 0.664 2.161 2.753  0.249
H -0.619 3.792 -1.102  0.248
H -0.678 1.999 -0.946  0.220
H -1.816 5.505 1.530  0.295
H -0.394 5.700 2.970  0.166
H 1.397 4.463 1.935  0.246
H 3.834 5.796 1.991  0.279
H 3.438 3.999 2.364  0.250
H 5.091 4.508 1.842  0.281
C 0.330 -7.032 -1.919  -0.617
C -1.073 -6.573 -2.280  -0.248
N -1.335 -5.210 -1.791  -0.304
C -2.231 -4.853 -0.788  -0.117
C -2.142 -3.501 -0.655  -0.043
N -1.214 -3.065 -1.575  -0.278
C -0.742 -4.110 -2.257  0.257
C -0.796 -1.679 -1.778  -0.414
H 0.478 -7.009 -0.837  0.227
H 0.502 -8.049 -2.271  0.256
H 1.083 -6.382 -2.371  0.213
H -1.811 -7.250 -1.844  0.240
H -1.217 -6.578 -3.364  0.242
H -2.809 -5.610 -0.289  0.278
H -2.626 -2.787 -0.011  0.259
H -0.002 -4.072 -3.042  0.256
H -1.012 -1.388 -2.806  0.242
H 0.273 -1.596 -1.584  0.232
H -1.338 -1.025 -1.098  0.233
Be -3.749 -5.937 -2.181  0.109

E ... -6698.61070 Ha
LUMO level ... -10.888 eV
Orbital gap ... 0.0453 Ha
Net charge ... +2
Molecular weight ... 526.5 g mol⁻¹